Entry from OMol25: C13H14BrP in the gas phase in a non-equilibrium geometry (ωB97M-V with the def2-TZVPD basis set).

The calculation puts the energy at -3418.806194 Ha. The calculation puts the orbital gap (alpha / beta) at 5.560 / 6.075 eV. As for the spin multiplicity: 3. Its HOMO energy (alpha / beta) is -5.01 / -8.22 eV. The value obtained for the lowest unoccupied orbital energy (alpha / beta) is 0.548 / -2.143 eV.

Positions of all 29 atoms, in Å:
C (-1.18516, -1.74644, 1.46013)
C (-0.69574, 0.56904, 1.94893)
C (-2.30134, -1.71495, 2.29243)
C (-1.80228, 0.62176, 2.74335)
C (-0.33239, -0.65732, 1.35219)
C (-2.53146, -0.53953, 2.94843)
C (-0.26557, -1.42573, -2.36088)
C (0.49021, -1.52131, -1.31258)
C (0.44254, 1.46529, -1.61705)
C (1.07386, 0.69111, -2.72044)
C (1.42937, 1.93467, -0.43936)
C (1.09510, -0.81817, -2.48325)
C (2.06897, 0.73043, 0.25770)
P (1.13722, -0.61393, 0.28563)
Br (-3.80128, -0.42979, 4.42879)
H (-1.03528, -2.58655, 0.76599)
H (0.05800, 1.33382, 1.95646)
H (-2.86492, -2.57809, 2.28834)
H (-2.08677, 1.39961, 3.52452)
H (-1.09042, -1.99368, -2.83571)
H (0.06311, 2.36431, -1.99146)
H (-0.40760, 0.92925, -1.25088)
H (0.39786, 0.91160, -3.63247)
H (2.09404, 0.98344, -2.79810)
H (2.23623, 2.51170, -0.85986)
H (0.76194, 2.46030, 0.22519)
H (1.75618, -1.40386, -3.14848)
H (3.13051, 0.57098, 0.07970)
H (2.16510, -1.44797, 0.89271)

Atom charges from the Löwdin analysis, given in e for atoms 1 to 4:
1. C -0.07
2. C -0.09
3. C -0.11
4. C -0.15

---

Entry from OMol25: C13H14ClN5O3S in the gas phase in a non-equilibrium geometry (ωB97M-V with the def2-TZVPD basis set).

The calculation puts the energy at -1861.648870 Ha. The calculation puts the orbital gap at 8.560 eV. Its HOMO energy is -8.42 eV. The value obtained for the lowest unoccupied orbital energy is 0.140 eV.

Positions of all 37 atoms, in Å:
C (-2.38720, -1.16420, -0.25243)
O (-1.11361, -0.79938, -0.73554)
C (-0.07940, -1.69014, -0.55563)
C (-0.17845, -2.89413, 0.11939)
C (0.93232, -3.71264, 0.26213)
C (2.14522, -3.31912, -0.27023)
Cl (3.52754, -4.33441, -0.09178)
C (2.26958, -2.11917, -0.95458)
C (1.16003, -1.30558, -1.10224)
N (1.20702, -0.07851, -1.76920)
C (2.25875, 0.77919, -1.80338)
O (3.40840, 0.48660, -1.59547)
C (1.90298, 2.21345, -2.20400)
S (0.16914, 2.69975, -1.99508)
C (-0.06403, 2.24569, -0.31804)
N (0.95590, 1.85450, 0.38289)
N (0.77620, 1.42123, 1.61810)
C (-0.40586, 1.34139, 2.13940)
C (-0.55913, 0.80078, 3.51742)
C (-1.60997, 1.74906, 1.43143)
O (-2.76439, 1.69380, 1.81537)
N (-1.33319, 2.24989, 0.15059)
N (-2.38971, 2.76498, -0.58860)
H (-2.39115, -1.25791, 0.83718)
H (-3.06167, -0.35908, -0.54021)
H (-2.73201, -2.09812, -0.70430)
H (-1.11330, -3.21023, 0.55258)
H (0.84718, -4.64806, 0.79080)
H (3.21757, -1.80282, -1.35534)
H (0.28810, 0.30450, -1.95721)
H (2.52907, 2.88512, -1.61721)
H (2.11722, 2.36280, -3.26376)
H (-1.21847, -0.06589, 3.50391)
H (0.41293, 0.52392, 3.91204)
H (-1.02330, 1.55159, 4.15536)
H (-2.47145, 2.30712, -1.49321)
H (-3.22884, 2.62403, -0.02115)

Atom charges from the Löwdin analysis, given in e for atoms 1 to 4:
1. C -0.07
2. O -0.11
3. C -0.20
4. C -0.02

---

Entry from OMol25: a molecular structure, C13H14F3IN2O3ReS in a non-equilibrium geometry (ωB97M-V with the def2-TZVPD basis set).

The calculation puts the energy at -1912.119980 Ha. The calculation puts the orbital gap (alpha / beta) at 6.740 / 6.724 eV. As for the total charge: +2. As for the spin multiplicity: 4. Its HOMO energy (alpha / beta) is -16.07 / -16.34 eV. The value obtained for the lowest unoccupied orbital energy (alpha / beta) is -9.325 / -9.620 eV.

Positions of all 38 atoms, in Å:
C (3.47716, 4.13640, 0.97150)
C (4.65967, 3.24665, 0.59795)
H (3.16115, 4.74660, 0.12267)
H (3.73993, 4.81537, 1.78886)
H (2.61671, 3.53801, 1.28917)
H (4.36520, 2.45557, -0.09514)
H (5.45080, 3.83343, 0.12187)
H (5.08791, 2.77627, 1.48704)
C (-2.79457, 1.03411, -0.77815)
C (-4.00143, 1.03809, -1.46402)
C (-4.34329, -0.01005, -2.32477)
C (-3.40805, -1.01650, -2.52173)
H (-2.50417, 1.81231, -0.07364)
H (-4.67371, 1.87681, -1.29623)
H (-5.31171, -0.01807, -2.82312)
H (-3.57409, -1.84761, -3.20579)
N (-1.88067, 0.02917, -0.94708)
C (-2.18021, -0.98430, -1.83868)
C (-1.10579, -1.92872, -1.91425)
N (-0.06062, -1.52822, -1.10441)
C (1.06187, -2.31317, -0.98183)
C (0.09307, -3.94254, -2.47595)
C (1.14914, -3.51329, -1.66286)
H (1.80570, -1.90858, -0.29508)
H (2.05133, -4.10734, -1.53633)
C (-1.02996, -3.13998, -2.62219)
H (-1.87518, -3.39540, -3.26658)
H (0.16685, -4.89850, -2.98531)
Re (-0.19218, -0.01957, 0.20408)
I (0.48609, 2.35831, 0.02104)
F (0.09119, -0.06588, 5.60107)
C (0.55238, -0.20295, 4.33969)
F (1.18522, 0.93491, 3.97093)
F (1.44085, -1.22040, 4.29308)
S (-0.83053, -0.58332, 3.12859)
O (-1.43612, -1.83404, 3.47290)
O (-1.59888, 0.61857, 2.89500)
O (0.15897, -0.77214, 1.90772)

Atom charges from the Löwdin analysis, given in e for atoms 1 to 4:
1. C -0.21
2. C -0.16
3. H 0.06
4. H 0.08

---

Entry from OMol25: a molecular structure, C13H14F5MnN3Se2Si (ωB97M-V with the def2-TZVPD basis set).

The calculation puts the energy at -7410.699923 Ha. The calculation puts the orbital gap (alpha / beta) at 7.776 / 8.106 eV. As for the spin multiplicity: 2. Its HOMO energy (alpha / beta) is -7.92 / -8.07 eV. The value obtained for the lowest unoccupied orbital energy (alpha / beta) is -0.145 / 0.040 eV.

Positions of all 39 atoms, in Å:
Mn (-1.31759, -0.00703, -0.27279)
C (-1.78875, -2.52349, 3.34599)
Si (-1.14454, -3.34412, 1.79246)
C (0.73414, -3.38672, 1.78786)
C (-1.76831, -5.10500, 1.71787)
Se (-1.88707, -2.31682, -0.08929)
H (-1.42931, -3.04305, 4.23834)
H (-2.87995, -2.54877, 3.35436)
H (-1.48367, -1.47913, 3.40840)
H (1.10652, -3.88514, 2.68773)
H (1.17823, -2.39116, 1.74703)
H (1.09130, -3.95492, 0.92500)
H (-1.42687, -5.67560, 2.58578)
H (-1.40790, -5.60515, 0.81720)
H (-2.85914, -5.13129, 1.70148)
F (2.02209, 6.37517, -1.93403)
C (1.11145, 5.44448, -1.65554)
C (-0.07342, 5.39012, -2.36703)
F (-0.30263, 6.27494, -3.33775)
C (-1.00984, 4.41569, -2.06999)
F (-2.13149, 4.40517, -2.79267)
C (-0.81153, 3.47047, -1.06804)
Se (-2.16982, 2.17233, -0.72888)
C (0.38565, 3.55975, -0.37245)
F (0.66802, 2.69551, 0.60985)
C (1.34028, 4.52123, -0.65306)
F (2.48028, 4.56202, 0.04109)
N (0.35086, 0.24216, 2.23430)
C (-0.30556, 0.12326, 1.28370)
H (0.91481, 0.34422, 3.04809)
N (1.00759, -1.25939, -1.48756)
C (2.05183, -1.16778, -2.32208)
C (2.02371, 0.09550, -2.87178)
C (0.89106, 0.70291, -2.31762)
N (0.28597, -0.12737, -1.47710)
H (0.62655, -2.05166, -0.98245)
H (2.72266, -1.99658, -2.46970)
H (2.71517, 0.51586, -3.57950)
H (0.48920, 1.68938, -2.47723)

Atom charges from the Löwdin analysis, given in e for atoms 1 to 4:
1. Mn -0.03
2. C -0.22
3. Si 0.10
4. C -0.23

---

Entry from OMol25: a molecular structure, C13H14IrN4 (ωB97M-V with the def2-TZVPD basis set).

The calculation puts the energy at -825.979697 Ha. The calculation puts the orbital gap (alpha / beta) at 7.483 / 6.520 eV. As for the total charge: +3. As for the spin multiplicity: 5. Its HOMO energy (alpha / beta) is -18.54 / -20.55 eV. The value obtained for the lowest unoccupied orbital energy (alpha / beta) is -11.055 / -14.030 eV.

Positions of all 32 atoms, in Å:
Ir (-0.15686, -0.15079, -0.04350)
C (0.72865, -3.82998, 0.08788)
C (-0.25791, -2.76446, -0.21865)
C (-1.24346, -2.38057, 0.72227)
C (-2.25775, -1.47167, 0.38398)
C (-2.32993, -0.94029, -0.92262)
C (-1.35763, -1.29743, -1.87253)
C (-0.29279, -2.14015, -1.49901)
H (1.64130, -3.43159, 0.54535)
H (1.05120, -4.34297, -0.81651)
H (0.32191, -4.54183, 0.80481)
H (-1.27057, -2.87600, 1.68561)
H (-3.04274, -1.24741, 1.09499)
H (-3.17758, -0.33150, -1.20970)
H (-1.46161, -0.97766, -2.90203)
H (0.42476, -2.45308, -2.24861)
N (0.60447, 2.59000, 3.21516)
C (0.92019, 1.52331, 3.95983)
C (0.79175, 0.39833, 3.12026)
N (0.42036, 0.80259, 1.90636)
C (0.29744, 2.15786, 1.95740)
C (-0.09514, 2.83059, 0.79237)
N (-0.33727, 2.08887, -0.32150)
C (-0.69861, 2.93372, -1.28488)
C (-0.67932, 4.24868, -0.77201)
N (-0.30584, 4.15001, 0.50940)
H (0.60804, 3.54438, 3.55862)
H (1.20601, 1.58074, 5.00107)
H (0.97966, -0.63440, 3.37062)
H (-0.93597, 2.61782, -2.28929)
H (-0.90731, 5.18486, -1.26312)
H (-0.19988, 4.94334, 1.13281)

Atom charges from the Löwdin analysis, given in e for atoms 1 to 4:
1. Ir 1.36
2. C 0.00
3. C -0.28
4. C -0.05

---

Entry from OMol25: a molecular structure, C13H14N2 in a non-equilibrium geometry (ωB97M-V with the def2-TZVPD basis set).

The calculation puts the energy at -612.530050 Ha. The calculation puts the orbital gap at 8.431 eV. As for the total charge: +2. Its HOMO energy is -17.00 eV. The value obtained for the lowest unoccupied orbital energy is -8.572 eV.

Positions of all 29 atoms, in Å:
C (2.25283, 0.63252, -3.26645)
C (2.50602, 1.63779, -2.37543)
C (1.20419, -0.21715, -3.00358)
C (1.58110, 1.82815, -1.39814)
C (0.35596, -0.06720, -1.89988)
C (-0.74405, -1.00349, -1.71615)
C (-1.18354, -1.76512, 2.96456)
C (-1.23205, -1.47060, -0.51933)
C (-0.87103, -2.01996, 1.68551)
C (-0.48721, 0.18829, 1.19066)
C (-1.28331, -0.29714, 3.25062)
C (-0.11962, 0.38096, 2.56922)
C (-0.52143, 1.54852, -0.34205)
N (0.50416, 1.06151, -1.16493)
N (-0.84382, -0.93122, 0.77860)
H (2.72592, 0.57426, -4.20919)
H (3.26173, 2.36543, -2.64720)
H (1.17727, -1.13662, -3.53417)
H (1.70183, 2.72378, -0.79821)
H (-0.94697, -1.49508, -2.61235)
H (-1.58031, -2.41196, 3.69673)
H (-1.94193, -2.25593, -0.35197)
H (-0.60202, -3.05162, 1.34344)
H (-2.28286, -0.05295, 2.82888)
H (-1.31187, -0.06123, 4.33168)
H (0.67943, -0.16536, 2.99765)
H (0.03638, 1.48538, 2.80813)
H (-1.53558, 1.44020, -0.71324)
H (-0.49923, 2.53581, 0.10660)

Atom charges from the Löwdin analysis, given in e for atoms 1 to 4:
1. C 0.04
2. C 0.03
3. C 0.06
4. C 0.02

---

> Which of these has the lowest energy?

C13H14F5MnN3Se2Si